Below is a structure of composition C39H43Cl3GeN3O6RuS, with properties calculated with the ωB97M-V functional and the def2-TZVPD basis.

Last column: Löwdin spin population.
Atoms and positions in Å:
Ru1 0.40 1.21 1.07  3.74
O1 0.18 1.86 -1.27  0.08
C1 -1.18 2.25 -1.51  0.01
C2 -1.66 3.24 -0.48  0.01
N1 -1.47 2.74 0.89  0.10
C3 -0.97 3.81 1.79  0.01
C4 0.36 4.30 1.26  0.01
O2 0.68 5.47 1.38  0.02
O3 1.08 3.37 0.69  0.16
C5 -2.65 2.06 1.45  0.01
C6 -2.26 0.85 2.29  0.02
O4 -3.11 0.02 2.56  0.03
O5 -1.00 0.80 2.62  0.19
H1 0.70 2.66 -1.09  0.00
H2 -1.76 1.33 -1.50  0.00
H3 -1.28 2.68 -2.51  0.00
H4 -2.72 3.47 -0.67  0.00
H5 -1.11 4.17 -0.59  0.00
H6 -0.82 3.37 2.78  0.00
H7 -1.68 4.63 1.88  0.00
H8 -3.30 1.72 0.64  0.00
H9 -3.24 2.74 2.07  0.00
Cl1 1.01 -5.19 -4.73  0.00
C7 -0.34 -4.55 -3.85  0.00
C8 -0.59 -3.19 -3.85  0.00
C9 -1.67 -2.72 -3.13  0.00
C10 -2.50 -3.55 -2.39  0.00
C11 -3.59 -2.91 -1.56  0.00
C12 -3.25 -2.94 -0.07  0.00
N2 -1.96 -2.29 0.12  0.01
C13 -0.77 -2.90 0.43  0.00
C14 0.17 -1.92 0.45  0.01
N3 -0.45 -0.71 0.17  0.08
C15 -1.72 -0.99 -0.02  0.01
O6 -4.85 -3.50 -1.79  0.00
C16 -5.88 -2.55 -2.03  0.00
C17 -5.59 -1.67 -3.22  0.00
C18 -5.22 -2.11 -4.46  0.00
Cl2 -5.06 -3.73 -4.98  0.00
S1 -4.91 -0.84 -5.55  0.00
C19 -5.29 0.34 -4.37  0.00
C20 -5.63 -0.24 -3.18  0.00
C21 -2.22 -4.91 -2.41  0.00
Cl3 -3.16 -6.05 -1.50  0.00
C22 -1.15 -5.42 -3.13  0.00
H10 0.05 -2.52 -4.42  0.00
H11 -1.87 -1.65 -3.13  0.00
H12 -3.60 -1.86 -1.87  0.00
H13 -3.16 -3.97 0.28  0.00
H14 -4.01 -2.44 0.53  0.00
H15 -0.70 -3.96 0.58  0.00
H16 1.81 -2.97 1.26  0.00
H17 -2.50 -0.28 -0.25  0.00
H18 -6.03 -1.91 -1.15  0.00
H19 -6.79 -3.13 -2.18  0.00
H20 -5.25 1.39 -4.61  0.00
H21 -5.90 0.32 -2.30  0.00
H22 -0.95 -6.48 -3.13  0.00
C23 3.96 -2.03 -0.19  0.00
C24 2.49 -2.13 -0.61  0.00
C25 2.24 -3.46 -1.32  0.00
C26 2.16 -0.98 -1.56  0.01
C27 1.64 -2.06 0.68  0.02
H23 4.62 -2.17 -1.05  0.00
H24 4.21 -2.80 0.55  0.00
H25 4.18 -1.05 0.25  0.00
H26 2.78 -3.50 -2.27  0.00
H27 1.18 -3.60 -1.54  0.00
H28 2.57 -4.30 -0.71  0.00
H29 2.88 -0.97 -2.39  0.00
H30 2.23 -0.01 -1.06  0.01
H31 1.16 -1.07 -1.98  0.00
H32 2.00 -1.23 1.30  0.02
Ge1 2.54 1.48 2.44  0.24
C28 4.14 2.10 1.49  0.04
C29 5.23 1.23 1.45  0.02
C30 6.42 1.59 0.83  0.00
C31 6.53 2.84 0.23  0.01
C32 5.45 3.72 0.26  0.00
C33 4.26 3.35 0.88  0.01
C34 2.28 2.53 4.06  0.04
C35 2.21 3.92 4.03  0.01
C36 2.09 4.65 5.21  0.00
C37 2.04 3.99 6.43  0.01
C38 2.11 2.60 6.47  0.00
C39 2.23 1.88 5.29  0.01
H33 3.01 0.09 2.97  0.04
H34 5.17 0.26 1.93  0.00
H35 7.26 0.91 0.82  0.00
H36 7.45 3.13 -0.26  0.00
H37 5.54 4.69 -0.20  0.00
H38 3.43 4.05 0.88  0.00
H39 2.27 4.46 3.10  0.00
H40 2.04 5.73 5.17  0.00
H41 1.95 4.55 7.35  0.00
H42 2.08 2.08 7.42  0.00
H43 2.29 0.79 5.34  0.00

Summary:
multiplicity: 6
LUMO (alpha / beta): 0.006 / -1.352 eV
total charge: 0
molecular weight: 961.9 g/mol
electronic energy: -6078.17397 Eh
⟨S²⟩: 8.758
ΔE to the lowest compared entry with this formula, charge and spin: 0.000 eV
E_HOMO (alpha / beta): -7.09 / -8.73 eV